Entry from OMol25: C23H19FN4O3 in the gas phase at a distorted geometry (the ωB97M-V functional and the def2-TZVPD basis).

Geometry as ORCA input:
```
! wB97M-V def2-TZVPD RIJCOSX def2/J DEFGRID3
* xyz 0 1
O -3.7588 -2.7752 1.3319
C -2.8387 -1.9883 1.3354
O -1.5987 -2.1574 1.8830
C -1.2399 -3.5640 2.1602
C -0.1765 -4.0576 1.2064
C -0.5629 -4.1521 -0.1540
C 0.3505 -4.3819 -1.1991
C 1.6297 -4.7786 -0.7999
C 1.9677 -5.0669 0.5313
C 1.1003 -4.6490 1.5211
N -3.0202 -0.7412 0.7272
C -3.9194 -0.6173 -0.4059
C -3.0801 -0.7829 -1.5791
C -1.9207 0.1773 -1.6522
N -1.6278 0.6355 -2.8997
C -0.4837 1.3762 -3.0080
O -0.2207 1.8005 -4.1954
N 0.1443 1.8730 -1.8555
C 1.1412 2.6933 -1.5997
C 1.2325 2.9299 -0.2233
C 2.3010 3.8298 0.3768
C 2.1883 4.0389 1.7644
C 3.1006 5.0015 2.3711
C 4.1419 5.6329 1.6691
C 4.2694 5.2642 0.3765
C 3.4123 4.3203 -0.2804
F 3.7899 4.0342 -1.5322
N 0.1898 2.2577 0.4558
C -0.3382 1.6171 -0.5913
C -1.5227 0.7865 -0.4216
C -2.0239 0.3820 0.9308
H -0.8836 -3.6740 3.1769
H -2.1119 -4.2548 2.1982
H -1.6181 -3.8119 -0.4169
H -0.0413 -4.2692 -2.1834
H 2.3358 -4.9521 -1.6017
H 3.0409 -5.3620 0.7797
H 1.4539 -4.7355 2.5821
H -4.7306 -1.3431 -0.5299
H -4.2933 0.4309 -0.4938
H -3.6645 -0.6686 -2.4946
H -2.6186 -1.8278 -1.5934
H -1.7147 0.1184 -3.7175
H 1.8964 3.0187 -2.3204
H 1.3414 3.5254 2.2623
H 2.8442 5.4029 3.2765
H 4.8288 6.3657 2.0937
H 5.1622 5.7070 -0.1702
H -2.5840 1.2302 1.2161
H -1.2694 0.1616 1.6927
*
```

The SMILES is O=C(OCc1ccccc1)N1CCc2[nH]c(=O)n3cc(-c4ccccc4F)nc3c2C1. As for the relative energy (zero: lowest compared OMol25 entry of this formula, charge and spin): 264.57 kJ/mol. As for the calculated total energy: -1432.4103 a.u. The HOMO energy is -7.9 eV. The lowest unoccupied orbital energy is 0.40 eV.

***

Entry from OMol25: a molecular structure, C23H19IrN2O7 (the ωB97M-V functional and the def2-TZVPD basis).

Geometry as ORCA input:
```
! wB97M-V def2-TZVPD RIJCOSX def2/J DEFGRID3
* xyz 0 1
Ir -1.1770 -1.1059 -0.1071
O -5.2262 -1.4790 -0.2311
C -4.0485 -1.6515 -0.4278
O -3.1389 -0.7372 -0.1679
C -3.5530 -2.9305 -1.1029
C -2.5523 -2.6494 -2.2231
C -2.3334 -3.8727 -3.0998
C -1.5121 -4.8015 -2.1685
C -1.3888 -3.9623 -0.9065
O -1.2769 -2.6090 -1.4816
C -2.7202 -3.8673 -0.1601
C -2.5348 -3.3299 1.2549
O -2.9677 -3.9253 2.2085
O -1.7984 -2.2418 1.3901
H -4.4296 -3.4463 -1.4871
H -2.6750 -1.6989 -2.7339
H -1.7691 -3.6103 -3.9920
H -3.2838 -4.3044 -3.4082
H -0.5305 -5.0119 -2.5872
H -2.0076 -5.7477 -1.9587
H -0.5135 -4.1372 -0.2874
H -3.1830 -4.8463 -0.0666
O 2.2135 -0.8237 -2.1664
C 1.8159 -0.1394 -1.2641
N 2.4435 0.9403 -0.6888
C 1.6501 1.6426 0.3178
C 0.4573 0.7047 0.3281
O -0.5713 0.6901 1.0292
N 0.5900 -0.2855 -0.5731
C 1.2910 3.0510 -0.1426
C 0.0157 3.4006 -0.5639
C -0.2377 4.6908 -1.0150
C 0.7780 5.6311 -1.0502
C 2.0548 5.2843 -0.6254
C 2.3074 4.0029 -0.1679
C 2.2852 1.6352 1.7072
C 1.6816 2.3722 2.7225
C 2.2113 2.3548 4.0010
C 3.3498 1.6068 4.2744
C 3.9488 0.8712 3.2655
C 3.4142 0.8782 1.9828
H 3.2247 1.3707 -1.1539
H -0.7952 2.6839 -0.5309
H -1.2366 4.9559 -1.3352
H 0.5769 6.6349 -1.4002
H 2.8510 6.0168 -0.6420
H 3.2973 3.7430 0.1908
H 0.7950 2.9568 2.5103
H 1.7340 2.9255 4.7866
H 3.7648 1.5969 5.2736
H 4.8331 0.2831 3.4728
H 3.8761 0.2907 1.2008
*
```

As for the relative energy (zero: lowest compared OMol25 entry of this formula, charge and spin): 0.00 kJ/mol. As for the calculated total energy: -1628.4057 a.u. The HOMO energy is -9.1 eV. The lowest unoccupied orbital energy is -1.00 eV.

***

Entry from OMol25: a molecular structure, C23H19MoO3 at a distorted geometry (the ωB97M-V functional and the def2-TZVPD basis).

Geometry as ORCA input:
```
! wB97M-V def2-TZVPD RIJCOSX def2/J DEFGRID3
* xyz 3 1
O -0.7188 -15.7008 -1.6954
C -1.7061 -15.1036 -1.7840
Mo -3.6005 -13.7798 -1.5249
C -3.2256 -14.0900 0.4909
O -2.7650 -14.1034 1.5600
C -2.2341 -12.0111 -1.4022
O -1.1578 -11.5625 -1.6159
H -3.3762 -11.6469 -1.0824
C -5.2794 -12.6642 -2.4819
C -4.6563 -13.5131 -3.4625
C -4.7727 -14.8734 -3.0155
C -5.5158 -14.8699 -1.7879
C -5.8162 -13.5098 -1.4437
H -5.4173 -11.5938 -2.5689
H -4.2248 -13.2108 -4.4038
H -4.3904 -15.7464 -3.5228
H -5.8532 -15.7526 -1.2704
H -6.4303 -13.1956 -0.6090
C -5.2583 -8.1695 -0.6839
C -5.7925 -7.1003 -1.4804
C -7.0488 -7.2884 -2.1309
C -7.6106 -6.2967 -2.9263
C -6.9421 -5.0673 -3.0836
C -5.7104 -4.8407 -2.4407
C -5.1318 -5.8430 -1.6566
C -4.0690 -8.1154 0.0532
C -3.2741 -9.1925 0.4607
C -2.1058 -8.9878 1.2783
C -1.1055 -9.9979 1.4205
C 0.1001 -9.7389 2.0699
C 0.3337 -8.4651 2.6222
C -0.6486 -7.4617 2.5533
C -1.8617 -7.7265 1.9168
H -5.8386 -9.0950 -0.6639
H -7.5385 -8.2583 -2.0148
H -8.5582 -6.4882 -3.4414
H -7.3871 -4.2872 -3.7063
H -5.1951 -3.8827 -2.5822
H -4.1460 -5.6917 -1.2066
H -3.6950 -7.1047 0.2626
H -3.5428 -10.2107 0.1578
H -1.3034 -10.9720 0.9641
H 0.8578 -10.5309 2.1378
H 1.2855 -8.2576 3.1064
H -0.4751 -6.4749 3.0017
H -2.6332 -6.9469 1.8994
*
```

As for the calculated total energy: -1180.5073 a.u. The HOMO energy is -16.3 eV. The lowest unoccupied orbital energy is -13.68 eV.

***

Entry from OMol25: C23H19N3O2 in the gas phase (the ωB97M-V functional and the def2-TZVPD basis).

Geometry as ORCA input:
```
! wB97M-V def2-TZVPD RIJCOSX def2/J DEFGRID3
* xyz 0 1
O 3.0118 -0.6313 -2.4200
C 2.4842 -0.4059 -1.3441
C 2.0901 1.0012 -0.9981
C 2.9301 2.0386 -1.3970
C 2.5517 3.3405 -1.1158
C 1.3448 3.5596 -0.4738
C 0.5493 2.4598 -0.1601
C -0.7375 2.6987 0.5762
O -0.7804 3.5559 1.4424
N -1.7987 1.9371 0.2205
C -1.8141 0.9764 -0.8818
C -3.2917 0.6193 -1.1091
C -3.9803 1.2464 0.0661
C -5.2996 1.1639 0.4517
C -5.7099 1.8594 1.5823
C -4.8064 2.6234 2.3010
C -3.4751 2.7147 1.9202
C -3.0729 2.0161 0.7952
N 0.9223 1.2111 -0.4059
N 2.2333 -1.3596 -0.4166
C 1.6992 -1.1127 0.9221
C 1.9067 -2.4183 1.7064
C 2.3438 -3.3876 0.6491
C 2.5734 -4.7418 0.7467
C 2.9966 -5.4309 -0.3830
C 3.1865 -4.7630 -1.5806
C 2.9599 -3.3982 -1.6895
C 2.5356 -2.7190 -0.5607
H 3.8507 1.8067 -1.9082
H 3.1864 4.1696 -1.3922
H 1.0043 4.5496 -0.2150
H -1.3525 1.4154 -1.7685
H -1.2326 0.0946 -0.6020
H -3.4465 -0.4591 -1.1460
H -3.6693 1.0421 -2.0430
H -6.0004 0.5692 -0.1153
H -6.7403 1.8036 1.8995
H -5.1392 3.1603 3.1765
H -2.7746 3.3132 2.4768
H 2.2146 -0.2670 1.3816
H 0.6387 -0.8599 0.8481
H 0.9917 -2.7416 2.2032
H 2.6803 -2.3112 2.4700
H 2.4267 -5.2565 1.6847
H 3.1793 -6.4932 -0.3238
H 3.5172 -5.3105 -2.4504
H 3.1129 -2.8790 -2.6199
*
```

The SMILES is O=C(c1cccc(C(=O)N2CCc3ccccc32)n1)N1CCc2ccccc21. As for the relative energy (zero: lowest compared OMol25 entry of this formula, charge and spin): 0.00 kJ/mol. As for the calculated total energy: -1202.6586 a.u. The HOMO energy is -8.3 eV. The lowest unoccupied orbital energy is 0.28 eV.